Entry 1:
Density functional theory data (ωB97M-V with the def2-TZVPD basis set) for a molecular structure, C53H46AsBrIN3O4PtS2.

Each line ends with the Mulliken spin population.
CARTESIAN COORDINATES (ANGSTROEM)
Pt1 0.11714 0.10407 0.18608  1.2042
O1 -0.74646 -1.96841 -0.15839  0.1263
S1 -1.65782 -2.55438 -1.23514  0.0129
C1 -2.63118 -3.84805 -0.38592  0.0034
C2 -1.89169 -4.56983 0.74039  0.0033
C3 -2.35006 -4.09728 2.12329  0.0021
C4 -2.07661 -2.63028 2.42486  -0.0058
S2 -0.40500 -2.18897 3.07063  0.0232
O2 -0.00505 -0.91305 2.32948  0.0561
C5 0.68561 -3.50707 2.54859  0.0011
C6 1.57246 -3.32342 1.49921  0.0107
C7 2.44288 -4.35040 1.17252  0.0015
C8 2.43471 -5.53171 1.90462  -0.0005
C9 1.55785 -5.69449 2.96961  0.0010
C10 0.68857 -4.66986 3.31008  0.0027
C11 -0.54706 -3.55115 -2.23939  -0.0030
C12 0.79368 -3.19173 -2.25212  0.0090
C13 1.67549 -3.89558 -3.05974  -0.0014
C14 1.21226 -4.93752 -3.85231  0.0000
C15 -0.13447 -5.27546 -3.84579  0.0007
C16 -1.02659 -4.57335 -3.04811  0.0016
H1 -2.94105 -4.52202 -1.18331  0.0006
H2 -3.52812 -3.33694 -0.02949  0.0007
H3 -0.81432 -4.45110 0.61789  -0.0014
H4 -2.10615 -5.63572 0.66514  0.0002
H5 -1.90556 -4.73617 2.88615  -0.0011
H6 -3.42995 -4.24768 2.19474  -0.0002
H7 -2.73923 -2.27613 3.21585  -0.0004
H8 -2.19566 -1.99230 1.55105  0.0019
H9 1.56851 -2.38955 0.95590  -0.0045
H10 3.14218 -4.22916 0.35575  0.0000
H11 3.13725 -6.31858 1.66489  0.0000
H12 1.56917 -6.60885 3.54673  0.0001
H13 0.03154 -4.77498 4.16602  -0.0003
H14 1.14141 -2.38459 -1.61845  -0.0062
H15 2.72689 -3.63820 -3.06584  -0.0001
H16 1.90005 -5.48937 -4.47908  0.0000
H17 -0.49517 -6.09124 -4.45760  0.0001
H18 -2.07590 -4.83798 -3.07188  0.0004
C17 -3.38479 1.82105 0.79082  -0.0187
O3 -2.62455 1.11305 -0.19800  0.1092
C18 -3.01958 1.16207 -1.46970  0.1046
C19 -4.19037 1.73142 -1.88699  -0.0740
C20 -4.52138 1.70947 -3.24639  0.2010
Br1 -6.09099 2.54356 -3.82901  0.0890
C21 -3.70623 1.06244 -4.18047  0.0581
C22 -2.52584 0.46135 -3.80129  0.0410
C23 -2.08318 0.54834 -2.41591  0.1567
O4 -0.94435 0.12774 -2.06742  0.3628
C24 -1.73034 -0.24991 -4.79186  0.0074
N1 -0.56464 -0.87225 -4.57453  0.0194
C25 -0.11265 -1.46904 -5.73722  0.0146
C26 1.02299 -2.21331 -6.04049  -0.0038
C27 1.14840 -2.64589 -7.34331  0.0079
C28 0.17712 -2.35556 -8.31968  0.0066
C29 -0.95109 -1.62132 -8.02631  -0.0030
C30 -1.07448 -1.18155 -6.71357  0.0158
N2 -2.05017 -0.43020 -6.08153  0.0159
H19 -4.38870 1.40559 0.88305  0.0046
H20 -3.44588 2.88404 0.54667  0.0038
H21 -2.84203 1.68446 1.72369  0.0025
H22 -4.87594 2.19476 -1.19047  0.0010
H23 -4.03219 1.05151 -5.21209  0.0039
H24 -0.13312 -0.85601 -3.66042  -0.0187
H25 1.76908 -2.43201 -5.28851  -0.0007
H26 2.01528 -3.22363 -7.63254  0.0004
H27 0.32313 -2.71909 -9.32759  0.0003
H28 -1.70297 -1.39530 -8.77065  -0.0002
H29 -2.88065 -0.09090 -6.54351  -0.0005
C31 5.82795 1.55324 2.78721  0.0076
C32 5.28426 1.85381 1.54364  -0.0047
C33 3.91375 1.78974 1.35946  -0.0097
C34 3.08667 1.45189 2.42866  0.0165
C35 3.62634 1.13136 3.66766  0.0136
C36 5.00223 1.18868 3.84129  -0.0045
As1 1.17056 1.59053 2.13605  0.2383
C37 0.38830 1.72289 3.90683  0.1428
C38 0.27493 0.74190 4.85720  -0.0017
C39 -0.27052 1.05436 6.11347  0.1701
C40 -0.72222 2.34609 6.40472  0.0098
C41 -0.61193 3.34065 5.46352  0.0959
C42 -0.03128 3.05420 4.20529  0.0544
C43 0.28321 4.03327 3.21397  0.1044
C44 0.06178 5.42291 3.35941  0.1020
C45 0.55637 6.29111 2.41750  0.0046
C46 1.28447 5.79889 1.32818  0.1647
C47 1.49678 4.42204 1.16018  0.0242
C48 0.98059 3.53700 2.07115  0.0978
H30 6.89929 1.59161 2.92986  0.0002
H31 5.93234 2.13248 0.72353  0.0000
H32 3.48490 2.00750 0.38756  0.0013
H33 2.99190 0.84657 4.49711  0.0049
H34 5.43265 0.94969 4.80441  0.0000
H35 0.61184 -0.26228 4.64756  0.0299
H36 -0.34099 0.27978 6.86681  -0.0019
H37 -1.14709 2.56287 7.37542  0.0050
H38 -0.94679 4.34165 5.69905  -0.0026
H39 -0.46576 5.81290 4.21928  -0.0030
H40 0.40708 7.35630 2.53032  0.0056
H41 1.69322 6.49394 0.60538  -0.0014
H42 2.08769 4.07492 0.32219  0.0202
I1 -1.47929 5.39479 -1.92746  0.0030
C49 0.03801 3.94655 -1.94060  0.0087
C50 1.16847 4.06098 -2.74088  0.0000
C51 2.12523 3.05624 -2.67994  0.0014
C52 1.92192 1.97268 -1.84136  -0.0220
N3 0.83752 1.87735 -1.06726  0.1607
C53 -0.07951 2.84528 -1.10881  0.0190
H43 1.30367 4.91336 -3.39426  0.0002
H44 3.01866 3.11662 -3.28650  0.0007
H45 2.64133 1.16520 -1.78924  -0.0003
H46 -0.93685 2.75012 -0.45402  -0.0016

## Properties
LUMO level (spin up / spin down) (eV): -9.50 / -12.64
Expectation value of S²: 6.0737
2S+1: 5
Gap between HOMO and LUMO (spin up / spin down) (eV): 7.77 / 4.74
HOMO (spin up / spin down) (eV): -17.272 / -17.382
Largest force on an atom (hartree/bohr): 0.017
Net charge: +4

Entry 2:
Density functional theory data (ωB97M-V with the def2-TZVPD basis set) for a molecular structure, C53H47FeN3O4S4 in a non-equilibrium geometry.

Each line ends with the Mulliken spin population.
CARTESIAN COORDINATES (ANGSTROEM)
Fe1 0.03005 0.13500 0.16556  3.3272
C1 -0.22834 -4.22144 7.86741  0.0001
C2 -0.20736 -3.76255 6.43240  0.0003
C3 -1.01835 -4.37637 5.47778  0.0004
C4 -1.00126 -3.96035 4.15663  0.0008
C5 -0.14876 -2.92950 3.78430  0.0139
C6 0.66286 -2.29797 4.71034  0.0011
C7 0.63042 -2.72340 6.02872  0.0003
S1 -0.21634 -2.41784 2.08798  -0.0146
O1 0.38338 -1.01242 2.06166  0.0227
C8 1.06118 -3.48710 1.42743  0.0233
C9 2.39034 -3.38356 1.90038  -0.0004
C10 3.35854 -4.15182 1.33571  0.0029
C11 3.04461 -5.07637 0.30135  0.0027
C12 4.03290 -5.91460 -0.26991  0.0022
C13 3.70868 -6.80725 -1.25212  -0.0009
C14 2.37867 -6.90352 -1.71870  0.0027
C15 1.40531 -6.09760 -1.19914  0.0383
C16 1.71406 -5.16652 -0.17493  0.0218
C17 0.71652 -4.31376 0.38761  -0.0003
C18 -0.65482 -4.22943 -0.19936  0.2760
C19 -1.72811 -5.11408 0.19995  0.0719
C20 -1.47033 -6.28530 0.93122  0.0710
C21 -2.47897 -7.19873 1.17672  -0.0545
C22 -3.75992 -6.96108 0.68968  0.1032
C23 -4.03611 -5.78288 0.01011  -0.0589
C24 -3.04622 -4.83656 -0.21873  0.1525
C25 -3.36690 -3.49514 -0.83794  0.1239
C26 -2.18953 -2.92092 -1.55807  0.3919
C27 -0.92499 -3.25808 -1.18235  -0.1429
S2 0.46160 -2.27561 -1.78209  0.0296
O2 -0.04756 -0.83798 -1.75482  0.0638
C28 0.49891 -2.72154 -3.49191  0.0133
C29 1.53003 -3.56313 -3.88305  -0.0007
C30 1.61234 -3.96012 -5.21055  0.0031
C31 0.69120 -3.50330 -6.14954  -0.0012
C32 0.77182 -3.93804 -7.58823  -0.0001
C33 -0.31433 -2.62701 -5.73033  0.0044
C34 -0.41750 -2.23058 -4.41093  -0.0177
H1 -1.21487 -4.58981 8.14854  0.0000
H2 0.04829 -3.41420 8.54492  0.0000
H3 0.48323 -5.03773 8.01552  0.0000
H4 -1.68286 -5.17919 5.77779  -0.0001
H5 -1.63936 -4.43831 3.41632  -0.0004
H6 1.29561 -1.47116 4.40656  0.0013
H7 1.26213 -2.23406 6.76189  0.0000
H8 2.62142 -2.68832 2.69825  -0.0017
H9 4.38518 -4.07805 1.67695  0.0002
H10 5.05212 -5.84039 0.09437  0.0002
H11 4.47135 -7.44997 -1.67474  -0.0002
H12 2.13295 -7.61686 -2.49667  0.0000
H13 0.38365 -6.16228 -1.56056  -0.0069
H14 -0.46145 -6.47774 1.28097  0.0083
H15 -2.26664 -8.10260 1.73374  -0.0009
H16 -4.54230 -7.69408 0.84237  0.0060
H17 -5.04384 -5.58841 -0.33961  -0.0115
H18 -4.21481 -3.58115 -1.52158  -0.0192
H19 -2.36494 -2.14885 -2.29740  -0.0495
H20 2.26396 -3.90141 -3.15700  -0.0009
H21 2.41304 -4.62136 -5.52384  0.0002
H22 1.75285 -4.34930 -7.82275  0.0000
H23 0.57489 -3.10407 -8.26277  0.0000
H24 0.02711 -4.71062 -7.79482  -0.0001
H25 -1.02328 -2.24652 -6.45771  0.0003
H26 -1.18564 -1.52960 -4.10475  0.0018
O3 -5.23762 0.60496 -1.30720  -0.0209
C35 -5.16283 -0.57867 -0.65219  -0.1743
C36 -6.33357 -1.30496 -0.40006  0.4634
C37 -6.31609 -2.44977 0.44584  -0.1189
C38 -5.15026 -2.99130 0.83921  0.2923
C39 -3.84902 -2.47330 0.30832  0.0238
C40 -3.93419 -1.04858 -0.20063  0.2756
C41 -2.73097 -0.22590 -0.05379  0.0613
O4 -1.64309 -0.82017 0.34501  -0.0033
N1 -2.75751 1.06580 -0.21778  0.1025
N2 -1.52465 1.61315 0.11521  -0.0241
C42 -1.55025 2.88747 0.26554  0.0757
S3 -2.97550 3.82284 -0.09173  0.0198
C43 -2.30045 5.36061 0.60218  0.0004
C44 -0.80061 5.36917 0.38440  0.0016
S4 -0.18798 3.75177 0.92462  0.0185
H27 -6.16211 0.83608 -1.43913  0.0031
H28 -7.28175 -0.92088 -0.76235  0.0156
H29 -7.25848 -2.86997 0.77862  -0.0035
H30 -5.12971 -3.85364 1.49305  0.0223
H31 -3.07269 -2.51383 1.07271  0.0636
H32 -2.54386 5.39283 1.66230  0.0007
H33 -2.78602 6.19413 0.09406  0.0001
H34 -0.30068 6.12732 0.98480  -0.0003
H35 -0.54807 5.50239 -0.66573  0.0008
C45 1.41236 3.24878 -2.08557  -0.0097
N3 2.26855 2.45070 -2.93854  0.0014
C46 3.65046 2.89314 -2.91858  0.0003
C47 2.08280 1.01762 -2.75900  -0.0296
C48 2.61646 0.48717 -1.42639  -0.1124
C49 3.92728 0.01764 -1.38306  -0.0515
C50 4.56491 -0.26665 -0.18032  0.0399
C51 3.91096 -0.04726 1.02049  -0.0373
C52 2.58745 0.37769 1.00820  -0.0017
C53 1.93616 0.56588 -0.21086  -0.2778
H36 1.53265 4.30510 -2.33058  -0.0004
H37 1.63815 3.12318 -1.01426  0.0035
H38 0.36588 2.96959 -2.24055  0.0019
H39 3.68841 3.95412 -3.16764  -0.0001
H40 4.22390 2.34610 -3.67164  0.0000
H41 4.14378 2.75608 -1.94268  -0.0007
H42 2.60631 0.51047 -3.57342  0.0011
H43 1.02206 0.80364 -2.85185  -0.0106
H44 4.46375 -0.09908 -2.31889  -0.0037
H45 5.58761 -0.62438 -0.18330  -0.0004
H46 4.41741 -0.20622 1.96494  -0.0029
H47 2.07489 0.54013 1.94862  -0.0050

## Properties
LUMO level (spin up / spin down) (eV): -3.95 / -3.31
Expectation value of S²: 9.2239
2S+1: 6
Energy relative to the best compared isomer or geometry (same formula, charge and spin) (eV): 3.255
Gap between HOMO and LUMO (spin up / spin down) (eV): 4.95 / 6.54
HOMO (spin up / spin down) (eV): -8.905 / -9.849
Largest force on an atom (hartree/bohr): 0.024
Net charge: +1

no.,E_tot (eV)
1,-232227.8887
2,-146103.5200